Molecular formula: C15H32B2N4O6P2S2
Method: DFT, the ωB97M-V functional and the def2-TZVPD basis

Positions of all 63 atoms, in Å:
C: -0.04259 -3.87226 -0.07624
C: 0.54027 -2.95004 0.75498
C: 0.16298 -1.46021 0.82995
C: -0.71212 -1.44556 2.13229
O: -1.27550 -2.52184 2.36502
O: -0.73667 -0.40723 2.79589
N: -0.55374 -1.21858 -0.46056
B: -2.04587 -0.95383 -0.37509
O: -2.59599 0.16673 0.19535
O: -2.82249 -1.90845 -0.92318
C: -4.17803 -1.99973 -0.45166
C: -4.26871 -2.36885 1.01774
C: 0.25729 -0.43440 -1.20753
N: 0.29561 -0.38326 -2.52002
P: -0.82485 -1.28026 -3.51109
S: -2.49360 -0.38020 -3.81102
B: 1.34375 0.45233 -3.24462
O: 1.01581 1.70359 -3.69355
O: 2.52764 -0.16105 -3.44574
C: 3.68354 0.59388 -3.02261
N: 1.12573 0.28783 -0.42339
C: 0.97011 1.73913 -0.31896
C: -0.00207 2.21783 0.77844
C: -0.95730 3.29131 0.23463
C: -1.71907 3.94416 1.38584
N: -2.98688 3.23664 1.65989
C: 1.45456 -0.54348 0.71855
S: 2.89244 -1.60924 0.08599
P: 2.20638 0.27472 2.22594
C: 3.60263 1.34624 1.65260
C: 3.00296 -1.12105 3.13201
H: 0.08769 -3.88928 -1.15341
H: -0.66475 -4.62447 0.40050
H: 1.29711 -3.31838 1.44418
H: -2.37082 0.95084 -0.31963
H: -4.76944 -1.11938 -0.70123
H: -4.62503 -2.82154 -1.01160
H: -5.28678 -2.72479 1.18893
H: -4.08841 -1.52391 1.67581
H: -3.60204 -3.20293 1.21800
H: -0.08573 -1.44679 -4.69192
H: -0.94457 -2.50804 -2.84126
H: 1.42192 2.38255 -3.14181
H: 3.46514 1.18409 -2.13346
H: 4.47177 -0.10465 -2.76221
H: 4.02847 1.20883 -3.85167
H: 0.59142 2.11697 -1.27082
H: 1.93237 2.23415 -0.18576
H: 0.59574 2.72557 1.53590
H: -0.50863 1.40267 1.29905
H: -0.30836 4.05777 -0.20480
H: -1.62400 2.91240 -0.54172
H: -1.08009 3.86285 2.27171
H: -1.86442 5.01368 1.24808
H: -2.82112 2.55866 2.39503
H: -3.63170 3.90605 2.06278
H: 2.41702 -2.10839 -1.07160
H: 3.91952 1.17558 0.62378
H: 4.43239 1.24329 2.34990
H: 3.26057 2.37609 1.74762
H: 2.99866 -0.89167 4.19296
H: 4.03466 -1.22108 2.79680
H: 2.45520 -2.04161 2.95203

Cartesian forces, eV/Å:
0.40 0.37 0.37
-0.29 -0.38 -0.62
1.93 -1.56 -1.05
-0.73 0.20 0.85
-0.13 -0.31 -0.34
0.40 0.79 -0.27
0.52 1.16 -0.50
-0.95 -0.75 -0.56
0.50 -0.21 -0.44
0.20 -0.10 0.95
-0.67 -0.70 -0.30
-0.35 0.01 -0.40
-0.73 0.02 1.91
-0.33 -0.14 -1.35
-1.38 0.61 0.16
0.12 0.05 -0.09
0.14 -0.10 -0.03
0.08 -0.17 0.70
0.00 0.07 0.94
0.28 -0.14 -0.66
1.05 0.79 -0.61
-0.46 0.44 -0.01
0.11 0.40 -0.18
0.70 0.27 0.49
-0.06 -0.67 0.45
0.13 0.55 0.05
0.78 -1.19 -1.14
0.45 0.10 0.16
-1.41 1.11 1.41
-0.18 -0.23 -0.39
0.26 0.20 -0.71
-1.48 0.98 -0.23
1.40 -1.24 -0.05
-1.25 0.09 1.48
-0.05 0.33 0.47
0.32 0.30 0.04
0.16 0.01 -0.21
-0.06 0.08 0.10
0.28 -0.08 0.11
0.21 0.15 0.24
0.41 -0.18 0.31
0.46 -0.01 0.00
0.01 0.34 -0.44
-0.06 0.09 -0.02
-0.08 -0.17 0.01
0.00 0.20 0.09
-0.11 -0.26 -0.09
0.19 -0.29 0.01
0.01 -0.17 0.19
-0.04 -0.13 -0.12
-0.14 0.02 -0.29
-0.14 0.09 -0.02
0.16 0.20 -0.03
-0.33 -0.04 -0.34
-0.07 -0.23 -0.13
-0.17 -0.10 -0.06
-0.26 0.16 0.09
0.28 -0.12 0.06
0.12 -0.21 -0.09
-0.05 0.04 -0.08
-0.15 0.08 0.04
0.03 -0.32 0.03
0.01 -0.10 0.12

Output
- DFT total energy (eV) = -75920.571
- spin multiplicity = 1
- total charge = 0
- HOMO-LUMO gap (eV) = 6.71